No. 1
Below is a molecular structure, C25H25N3O5S3Ta in a non-equilibrium geometry, with properties calculated with wB97M-V/def2-TZVPD.

Atoms and positions in Å:
Ta 0.050 0.554 1.243
O 0.839 -1.732 1.153
C 1.071 -2.506 2.343
C -0.036 -2.178 3.312
N -0.095 -0.725 3.532
C -1.408 -0.368 4.067
C -2.375 -0.362 2.901
O -3.529 -0.668 2.944
O -1.791 0.045 1.760
C 1.041 -0.236 4.303
C 2.197 0.040 3.360
O 3.357 -0.090 3.596
O 1.750 0.466 2.153
H 0.345 -2.260 0.515
H 2.062 -2.253 2.713
H 1.081 -3.569 2.103
H 0.079 -2.712 4.261
H -0.988 -2.486 2.874
H -1.376 0.639 4.481
H -1.761 -1.056 4.838
H 1.371 -0.932 5.077
H 0.772 0.704 4.786
S -0.239 2.564 2.690
C -1.061 3.088 1.259
N -1.183 2.171 0.332
C -1.704 2.701 -0.856
C -1.964 2.020 -2.042
C -2.512 2.728 -3.092
C -2.806 4.090 -2.975
C -2.548 4.773 -1.804
C -1.985 4.064 -0.747
S -1.538 4.669 0.827
H -1.731 0.971 -2.140
H -2.721 2.221 -4.025
H -3.239 4.616 -3.814
H -2.777 5.826 -1.714
C -2.325 -3.198 -3.844
C -1.821 -2.355 -2.716
C -0.479 -1.984 -2.623
C -0.048 -1.211 -1.569
N -0.856 -0.795 -0.567
C -2.147 -1.160 -0.654
C -2.653 -1.914 -1.696
H -1.772 -3.002 -4.761
H -3.385 -3.031 -4.026
H -2.194 -4.255 -3.600
H 0.236 -2.278 -3.379
H 0.990 -0.914 -1.512
H -2.799 -0.814 0.135
H -3.710 -2.146 -1.703
S 1.242 1.472 -0.622
C 2.840 0.775 -1.019
C 3.352 1.226 -2.237
C 4.582 0.780 -2.690
C 5.314 -0.127 -1.937
C 4.803 -0.583 -0.732
C 3.571 -0.140 -0.269
H 2.785 1.936 -2.826
H 4.971 1.147 -3.630
H 6.278 -0.474 -2.286
H 5.370 -1.282 -0.132
H 3.207 -0.493 0.680

net charge: +1
E_tot: -2759.71719 a.u.

---

No. 2
Below is a molecular structure, C4H11NOSn in a non-equilibrium geometry, with properties calculated with wB97M-V/def2-TZVPD.

Atoms and positions in Å:
Sn 1.090 -2.395 0.389
C -0.499 1.673 1.518
C -0.458 0.280 0.833
C 0.095 0.243 -0.524
O 0.027 -1.100 -1.059
C 0.146 -1.033 -2.545
N 0.323 -0.738 1.622
H -0.979 1.579 2.448
H -0.935 2.357 0.793
H 0.453 2.156 1.778
H -1.470 -0.094 0.886
H 1.104 0.647 -0.473
H -0.444 0.846 -1.194
H 0.696 -1.922 -2.887
H 0.780 -0.218 -2.981
H -0.887 -1.039 -2.976
H 1.197 -0.229 1.897
H -0.238 -1.012 2.473

net charge: +2
E_tot: -502.62128 a.u.

---

No. 3
Below is a single C5H7N molecule in a non-equilibrium geometry, with properties calculated with wB97M-V/def2-TZVPD.

Atoms and positions in Å:
C -1.839 0.114 0.072
N -0.405 0.149 -0.044
C 0.197 -0.985 0.398
C 1.563 -0.781 0.321
C 1.761 0.509 -0.271
C 0.516 1.055 -0.501
H -2.159 0.220 1.116
H -2.102 -0.982 -0.127
H -2.243 0.962 -0.511
H -0.589 -1.756 0.502
H 2.359 -1.466 0.579
H 2.707 0.965 -0.566
H 0.233 1.996 -0.966

SMILES: Cn1cccc1
E_tot: -249.43409 a.u.

---

Table of ΔE to the lowest compared entry with this formula, charge and spin (kJ/mol), in record order: 39.3; 0.0; 102.8
Table of E_HOMO (Ha), in record order: -0.399; -0.732; -0.304